No. 1
Here is 2 unconnected molecules or ions with the total composition C7H14N2 in a non-equilibrium geometry from OMol25. Energies are from ωB97M-V with the def2-TZVPD basis set.

Computed properties:
Electronic energy, Ha: -384.62478
Strongest force on any atom, hartree/bohr: 0.0202
Energy relative to the best compared isomer or geometry (same formula, charge and spin), kcal per mole: 4.47
Frontier orbital gap, eV: 9.48
Multiplicity: 1
LUMO energy, eV: 0.85
Structure (SMILES): Cc1c[nH]cn1.CCC

Atoms and positions in Å:
C -0.76 -2.59 -1.25
C -0.71 -2.05 0.13
C 0.35 -1.60 0.85
N -0.13 -1.30 2.10
C -1.45 -1.62 2.09
N -1.83 -2.06 0.93
H -1.76 -2.55 -1.66
H -0.48 -3.65 -1.30
H -0.09 -2.06 -1.93
H 1.36 -1.39 0.56
H 0.42 -1.04 2.90
H -2.11 -1.53 2.94
C -0.08 1.38 -1.32
C 1.12 1.70 -0.46
C 1.07 3.14 0.08
H -1.00 1.49 -0.75
H -0.14 0.37 -1.73
H -0.19 2.14 -2.09
H 1.26 0.98 0.35
H 2.03 1.65 -1.05
H 0.87 3.17 1.15
H 1.96 3.73 -0.12
H 0.27 3.70 -0.42



No. 2
Here is 2 unconnected molecules or ions with the total composition C7H14N2 in a non-equilibrium geometry from OMol25. Energies are from ωB97M-V with the def2-TZVPD basis set.

Computed properties:
Electronic energy, Ha: -384.61821
Strongest force on any atom, hartree/bohr: 0.0256
Energy relative to the best compared isomer or geometry (same formula, charge and spin), kcal per mole: 8.59
Frontier orbital gap, eV: 9.60
Multiplicity: 1
LUMO energy, eV: 0.91
Structure (SMILES): CCc1c[nH]cn1.CC

Atoms and positions in Å:
C 0.34 -1.47 1.30
C -0.23 -0.13 0.77
C 0.62 1.05 1.15
C 1.86 1.15 1.72
N 2.16 2.50 1.73
C 1.06 3.15 1.25
N 0.15 2.31 0.86
H -0.20 -1.84 2.16
H 1.39 -1.33 1.56
H 0.33 -2.24 0.54
H -0.38 -0.19 -0.31
H -1.18 0.08 1.23
H 2.58 0.44 2.07
H 2.79 2.85 2.44
H 1.05 4.23 1.19
C -1.08 -0.81 -2.76
C -2.01 -1.85 -2.14
H -1.52 0.19 -2.66
H -0.13 -0.72 -2.22
H -0.89 -0.89 -3.82
H -1.76 -2.09 -1.11
H -1.91 -2.79 -2.69
H -3.05 -1.58 -2.25



No. 3
Here is a single C7H14N2O molecule in a non-equilibrium geometry from OMol25. Energies are from ωB97M-V with the def2-TZVPD basis set.

Computed properties:
Electronic energy, Ha: -459.78769
Strongest force on any atom, hartree/bohr: 0.0427
Energy relative to the best compared isomer or geometry (same formula, charge and spin), kcal per mole: 57.20
Frontier orbital gap, eV: 9.93
Multiplicity: 1
LUMO energy, eV: 0.86
Structure (SMILES): O=NN1CCCCCCC1

Atoms and positions in Å:
O 0.33 2.59 0.66
N 0.77 1.88 -0.24
N -0.05 0.94 -0.66
C -1.43 0.76 -0.12
C -1.81 -0.64 0.21
C -0.96 -1.35 1.31
C 0.52 -1.00 1.37
C 1.42 -1.46 0.24
C 0.85 -1.36 -1.18
C 0.49 0.07 -1.70
H -1.45 1.44 0.75
H -2.17 1.26 -0.78
H -2.90 -0.63 0.55
H -1.74 -1.21 -0.73
H -1.27 -1.06 2.35
H -1.00 -2.45 1.19
H 0.97 -1.47 2.26
H 0.64 0.08 1.54
H 1.67 -2.49 0.50
H 2.38 -0.90 0.32
H 1.54 -1.85 -1.90
H -0.09 -1.95 -1.26
H 1.42 0.59 -2.00
H -0.17 -0.01 -2.58



No. 4
Here is a molecular structure, C7H14N2O in a non-equilibrium geometry from OMol25. Energies are from ωB97M-V with the def2-TZVPD basis set.

Computed properties:
Electronic energy, Ha: -459.55199
Strongest force on any atom, hartree/bohr: 0.2319
Energy relative to the best compared isomer or geometry (same formula, charge and spin), kcal per mole: 205.10
Frontier orbital gap, eV: 9.08
Multiplicity: 1
LUMO energy, eV: 0.64

Atoms and positions in Å:
C 4.42 -0.30 0.06
C 2.31 0.63 -0.23
C 0.69 0.37 -0.38
C 0.11 -0.65 0.09
C -1.33 -0.95 0.06
C -3.47 0.04 -0.71
C -2.13 1.16 0.80
H 4.76 -0.22 -0.92
H 4.77 -1.48 0.53
H 4.59 0.64 0.89
H 2.78 -1.42 -0.15
H 0.25 1.16 -0.70
H 0.59 -1.50 0.49
H -1.56 -1.64 -0.93
H -2.03 -1.51 1.06
H -4.16 -0.75 -0.34
H -4.29 0.99 -1.15
H -3.41 -0.75 -1.39
H -3.01 1.23 1.38
H -1.14 1.03 1.75
H -2.26 2.43 0.59
N 2.98 -0.40 -0.02
N -2.08 0.22 -0.25
O 2.62 1.67 -0.55